The molecule C3H5P3 at a distorted geometry, computed with ωB97M-V with the def2-TZVPD basis set.

Summary:
- Multiplicity: 1
- Kohn-Sham gap: 7.87 eV
- HOMO energy: -8.58 eV

Cartesian coordinates (Å):
C  0.093  0.291  0.141
C  -1.080  -0.744  -0.309
C  1.443  -0.227  -0.146
P  -2.506  -0.858  0.814
P  -2.556  0.198  -0.898
P  -0.457  1.719  0.850
H  -0.594  -1.441  -0.955
H  2.331  0.160  0.284
H  1.335  -0.070  -1.196
H  1.292  -1.318  0.127
H  0.698  2.289  1.288

---

The ion C4H10NO3 with charge +1 at a distorted geometry, computed with ωB97M-V with the def2-TZVPD basis set.

Summary:
- Multiplicity: 1
- Kohn-Sham gap: 10.98 eV
- HOMO energy: -14.21 eV
- SMILES string: O[C@@H]1C[NH2+]CC1(O)O
- Total charge: +1

Cartesian coordinates (Å):
O  1.815  0.062  -0.927
C  0.909  -0.712  -0.136
C  -0.187  -1.141  -1.002
N  -1.101  0.131  -1.028
C  -0.519  1.183  -0.187
C  0.056  0.241  0.959
O  0.997  0.763  1.822
O  -1.016  -0.257  1.533
H  2.395  0.347  -0.222
H  1.463  -1.500  0.362
H  0.113  -1.469  -2.043
H  -0.749  -1.959  -0.514
H  -1.185  0.273  -2.117
H  -1.980  -0.027  -0.675
H  -1.212  1.997  0.183
H  0.338  1.667  -0.741
H  0.725  1.439  2.594
H  -0.861  -1.038  2.138

---

A structure of composition C4H6AlO3 at a distorted geometry, computed with ωB97M-V with the def2-TZVPD basis set.

Summary:
- Multiplicity: 1
- Kohn-Sham gap: 1.81 eV
- HOMO energy: -22.00 eV
- Total charge: +3

Cartesian coordinates (Å):
Al  0.709  -5.582  0.146
C  1.155  1.596  -0.567
C  0.227  0.651  0.288
C  -1.263  0.540  0.072
O  -1.580  -0.766  0.329
C  -0.462  -1.537  0.320
O  -0.429  -2.699  0.301
O  0.635  -0.669  0.294
H  2.208  1.443  -0.318
H  0.971  2.642  -0.294
H  0.898  1.398  -1.628
H  0.437  1.028  1.403
H  -1.554  0.752  -1.018
H  -1.953  1.203  0.673

---

The highest Kohn-Sham gap belongs to which entry?
C4H10NO3